(1)
Here is an isolated molecule of C5H13N5 from the Open Molecules 2025 dataset. Energies are from ωB97M-V/def2-TZVPD.

Properties
- charge = 0
- molar mass (g/mol) = 143.2
- electronic energy (Ha) = -471.8667
- HOMO-LUMO gap (spin up / spin down) (eV) = 7.38 / 7.23
- maximum force (Eh/bohr) = 0.067

Geometry as XYZ:
```
23
Properties=species:S:1:pos:R:3:mulliken_charge:R:1
C 1.51400 -0.68915 0.09542 0.782
C 2.89564 -0.99919 0.61699 -1.023
C 1.62266 1.67479 -0.39456 -0.794
C -2.58862 -0.92982 -0.72994 -0.835
C -1.76105 1.56710 0.45013 -0.703
N 0.74925 -1.86626 0.11473 -0.861
N -0.55679 -1.78210 0.06991 0.003
N 1.02562 0.41189 -0.41264 -0.419
N -1.39838 -0.70969 0.13020 0.829
N -1.06865 0.32173 0.76667 -0.691
H 2.83537 -0.84353 1.71262 0.220
H 3.21443 -2.13796 0.41182 0.283
H 3.57984 -0.22313 0.28275 0.350
H 0.92369 2.39646 0.03237 0.163
H 2.64484 1.69113 0.08477 0.335
H 1.64386 1.88150 -1.47589 0.278
H -2.25082 -0.47389 -1.67875 0.384
H -2.84874 -1.92920 -0.88599 0.345
H -3.46711 -0.34959 -0.46416 0.254
H -2.77166 1.54421 0.16065 0.348
H -1.72503 2.16653 1.43272 0.222
H -1.13935 1.98026 -0.33163 0.253
H -1.07302 -2.70207 0.01181 0.275
```

=====

(2)
Here is an isolated molecule of C4H12N2S from the Open Molecules 2025 dataset. Energies are from ωB97M-V/def2-TZVPD.

Properties
- charge = 0
- molar mass (g/mol) = 120.2
- structure (SMILES) = NCCNCCS
- electronic energy (Ha) = -667.1994
- HOMO-LUMO gap (eV) = 9.54
- maximum force (Eh/bohr) = 0.135

Geometry as XYZ:
```
19
Properties=species:S:1:pos:R:3:mulliken_charge:R:1
C -0.98220 0.50526 0.91359 -0.785
N -0.34443 -0.22944 -0.16935 -0.305
C 1.11762 -0.86921 -0.15047 -0.854
C 0.98691 -2.43596 -0.50119 -0.448
S 2.81065 -3.26794 -0.45476 -0.236
C -0.84711 1.99949 0.67225 -0.322
N -1.37810 2.34190 -0.71783 -0.680
H -0.57262 0.30662 1.87012 0.366
H -2.11892 0.40499 0.89005 0.324
H -0.52673 0.41523 -0.92946 0.256
H 1.56650 -0.43120 -0.93541 0.480
H 1.37287 -0.64628 0.89149 0.371
H 0.73603 -2.54915 -1.62524 0.283
H 0.39237 -3.07927 0.19895 0.344
H 3.12039 -1.92975 -0.51364 0.152
H 0.18096 2.20862 0.85273 0.278
H -1.48959 2.50266 1.46702 0.269
H -1.95988 1.58493 -1.16063 0.230
H -2.06471 3.16852 -0.59821 0.278
```

=====

(3)
Here is a cluster of 2 separate species, H3O5P3 in total from the Open Molecules 2025 dataset. Energies are from ωB97M-V/def2-TZVPD.

Properties
- charge = 0
- molar mass (g/mol) = 175.9
- structure (SMILES) = O=P#[PH2].O=POOO
- electronic energy (Ha) = -1401.8617
- HOMO-LUMO gap (eV) = 7.64
- maximum force (Eh/bohr) = 0.046

Geometry as XYZ:
```
11
Properties=species:S:1:pos:R:3:mulliken_charge:R:1
O -2.95884 0.14469 -1.60593 -0.441
O 0.25603 2.56551 0.90251 -0.451
O -0.02891 -1.33416 0.84315 -0.287
O -1.33347 -1.78635 1.04611 -0.086
O -2.15846 -1.26289 0.06091 -0.138
P -2.31372 0.31611 -0.32247 0.500
P 2.40754 0.51761 0.21805 -0.156
P 0.44568 1.44217 -0.06137 0.517
H 0.26993 -1.86565 0.06739 0.374
H 3.19185 1.57644 -0.32073 0.111
H 2.22237 -0.31349 -0.82761 0.058
```

=====

(4)
Here is a cluster of 12 separate species, C41H99N7O17 in total from the Open Molecules 2025 dataset. Energies are from ωB97M-V/def2-TZVPD.

Properties
- charge = 0
- molar mass (g/mol) = 962.3
- structure (SMILES) = CNC(C)=O.CNC(C)=O.CNC(C)=O.CNC(C)=O.CNC(C)=O.CNC(C)=O.CNC(C)=O.COCCOC.COCCOC.COCCOC.COCCOC.COCCOC
- electronic energy (Ha) = -3283.8174
- HOMO-LUMO gap (eV) = 9.26
- maximum force (Eh/bohr) = 0.055

Geometry as XYZ:
```
164
Properties=species:S:1:pos:R:3:mulliken_charge:R:1
C 4.91189 -3.64353 -0.42777 -0.823
O 3.72159 -2.94073 -0.03831 0.125
C 3.91686 -1.66242 0.60877 -1.398
C 2.59243 -1.21299 1.20921 1.243
O 2.36223 -1.73992 2.46598 -0.419
C 2.26736 -3.14755 2.46852 -0.443
H 5.58751 -3.96781 0.40200 0.318
H 5.38434 -3.02293 -1.23542 0.133
H 4.58508 -4.56454 -0.93522 0.256
H 4.39581 -1.01172 -0.09276 0.480
H 4.62533 -1.84474 1.41109 0.440
H 1.78225 -1.52147 0.53565 -0.491
H 2.65430 -0.12647 1.35200 -0.030
H 3.25038 -3.60991 2.42308 0.222
H 1.69505 -3.51326 1.59550 -0.059
H 1.67144 -3.39422 3.32766 0.429
C 0.10556 5.99515 -2.49300 -0.459
O 0.53371 5.92210 -3.80361 -0.405
C 1.29510 4.78468 -4.10223 0.181
C 1.52466 4.71332 -5.57580 -0.703
O 0.41967 4.24505 -6.25432 -0.294
C 0.76460 3.80017 -7.62433 -0.741
H -0.61950 5.20164 -2.29119 0.212
H -0.37844 6.97494 -2.32288 0.325
H 0.92482 5.87945 -1.77658 0.101
H 0.75304 3.88075 -3.78435 0.106
H 2.25573 4.79311 -3.55786 0.172
H 2.45411 4.15759 -5.79800 0.395
H 1.74164 5.75736 -5.85619 0.285
H 1.38781 2.87317 -7.54612 0.289
H 1.21919 4.56485 -8.26032 0.304
H -0.24369 3.64258 -8.04644 0.246
C -4.23325 3.90372 0.77024 -0.179
O -5.38499 3.15111 1.10116 -0.492
C -5.75016 2.18598 0.11643 0.395
C -5.71806 2.66825 -1.31505 -0.803
O -4.45566 2.85073 -1.90984 -0.318
C -3.94394 1.60881 -2.33015 -0.618
H -4.39348 4.55767 -0.08150 0.361
H -3.42730 3.21874 0.48030 -0.046
H -3.96418 4.44308 1.69369 0.059
H -6.77313 1.85848 0.35462 0.371
H -5.10096 1.28416 0.21759 -0.379
H -6.23034 3.65976 -1.36887 0.351
H -6.35249 2.00022 -1.94570 0.420
H -3.89228 0.90754 -1.48422 0.188
H -2.93166 1.76107 -2.73910 0.223
H -4.61847 1.16760 -3.08720 0.402
C -3.33742 -3.86613 -0.85845 -0.149
O -3.05130 -4.39054 0.44174 -0.503
C -2.03514 -3.66717 1.11954 2.550
C -1.85931 -4.28193 2.47689 -1.254
O -1.08683 -5.47443 2.42360 -0.331
C -1.84900 -6.73531 2.21098 -0.824
H -2.46012 -3.89671 -1.58655 -0.211
H -3.68476 -2.85427 -0.77374 0.209
H -4.10090 -4.53905 -1.26730 0.361
H -2.24295 -2.57767 1.20916 -1.315
H -1.08361 -3.69938 0.48972 -0.188
H -2.83053 -4.55483 2.87728 0.375
H -1.41830 -3.57682 3.19275 0.353
H -2.42700 -6.75203 1.32148 0.305
H -2.50046 -6.85022 3.08836 0.322
H -1.16725 -7.57853 2.26003 0.292
C 1.11134 0.31117 -2.46495 -0.468
O 0.73573 0.53417 -1.11735 0.545
C -0.38942 -0.27658 -0.78638 -0.031
C -0.72578 -0.12366 0.68684 0.680
O -1.39184 1.11884 0.94508 -0.004
C -0.60932 2.28362 1.09853 0.688
H 0.28386 0.57295 -3.13404 0.282
H 1.41265 -0.73812 -2.58453 -0.055
H 1.99613 0.92975 -2.64085 -0.001
H -0.10006 -1.34569 -0.96391 -0.436
H -1.26008 -0.02646 -1.38697 0.376
H 0.13058 -0.25804 1.36054 0.223
H -1.46806 -0.88214 0.87455 -1.175
H -1.32347 3.08354 1.40253 -0.218
H -0.06992 2.53454 0.17936 0.177
H 0.14504 2.16492 1.91005 -0.615
C 2.03493 1.82886 7.60486 -1.057
C 2.31200 1.05478 6.38785 0.621
O 2.74840 -0.06019 6.33859 -0.616
N 2.02584 1.75297 5.22005 -0.069
C 2.04704 0.93979 3.98964 -0.121
H 2.92051 2.18263 8.12500 0.279
H 1.36799 1.28407 8.27472 0.315
H 1.50720 2.71891 7.33123 0.232
H 1.40492 2.57518 5.30602 0.410
H 3.05978 0.65568 3.77687 0.313
H 1.69721 1.56351 3.16942 -0.740
H 1.30468 0.14084 4.09175 0.428
C 2.01784 -6.90696 0.75288 -1.107
C 1.09581 -6.53319 -0.35888 0.806
O 0.20169 -7.25661 -0.74964 -0.664
N 1.41463 -5.33048 -0.96889 0.013
C 0.44834 -4.75541 -1.92119 -0.394
H 2.05744 -7.98903 0.76513 0.383
H 1.62199 -6.56409 1.70163 0.174
H 3.02182 -6.48341 0.60576 0.297
H 2.07001 -4.66739 -0.62199 0.154
H 0.58947 -3.69869 -1.90567 -0.319
H -0.58396 -5.07434 -1.66078 0.195
H 0.67896 -5.10011 -2.93165 0.416
C 6.65078 2.28872 -1.97978 -1.343
C 5.82018 1.74862 -3.11965 0.902
O 5.19137 2.38377 -3.91430 -0.610
N 5.76995 0.35770 -3.04981 -0.170
C 4.82500 -0.38232 -3.88616 -0.791
H 6.17523 2.01464 -1.05527 0.249
H 6.84909 3.34167 -2.08748 0.328
H 7.59548 1.77275 -1.97968 0.450
H 6.22663 -0.18744 -2.32734 0.232
H 5.23855 -1.40957 -4.01255 0.363
H 4.63637 0.06805 -4.85108 0.314
H 3.86468 -0.48097 -3.39128 0.123
C -4.11013 -0.56571 2.81616 -0.711
C -4.83046 -1.54393 1.88963 0.607
O -4.69652 -1.60177 0.71201 -0.575
N -5.66350 -2.37284 2.58798 -0.289
C -6.20335 -3.51170 1.86175 -0.665
H -3.10735 -0.34714 2.44802 -0.154
H -3.97636 -1.02535 3.79938 0.555
H -4.63352 0.36868 2.93338 0.284
H -5.33639 -2.50355 3.54833 0.297
H -7.12388 -3.93062 2.28665 0.332
H -5.46923 -4.31512 1.79067 0.121
H -6.44606 -3.13257 0.87454 0.256
C -1.22421 5.16487 3.64269 -0.934
C -1.32383 3.97134 4.54554 0.694
O -0.37597 3.53441 5.19625 -0.700
N -2.52141 3.31267 4.58360 -0.099
C -2.66633 2.09575 5.38232 -0.919
H -2.21025 5.53086 3.31891 0.337
H -0.56665 4.91512 2.80528 0.018
H -0.80945 5.97501 4.22185 0.422
H -3.28106 3.65423 4.00642 0.238
H -2.54596 2.33621 6.45711 0.311
H -1.89137 1.36898 5.12707 0.208
H -3.64784 1.64988 5.21854 0.377
C 3.64791 4.16288 2.84816 -0.920
C 3.55662 3.36971 1.60104 0.636
O 3.92552 2.20031 1.48709 -0.587
N 2.94022 3.99863 0.54828 0.020
C 2.82173 3.33192 -0.71715 0.682
H 4.65052 4.11112 3.31943 0.277
H 2.88036 3.79469 3.54893 0.097
H 3.40768 5.17296 2.56691 0.382
H 2.78464 5.00259 0.54082 0.286
H 2.25447 2.42261 -0.57832 -0.238
H 3.81368 3.00882 -1.06371 -0.149
H 2.42652 3.98339 -1.51225 -0.452
C 0.51361 -2.78580 -5.21057 -1.224
C -0.81558 -2.31068 -4.73554 0.787
O -1.03906 -1.15172 -4.41220 -0.555
N -1.80555 -3.28377 -4.67313 -0.078
C -3.18920 -2.85702 -4.47444 -0.893
H 1.07786 -3.36022 -4.46858 0.162
H 1.07839 -1.88971 -5.47212 0.315
H 0.40768 -3.40059 -6.13426 0.448
H -1.58616 -4.23408 -4.90304 0.221
H -3.77506 -3.67857 -4.11089 0.349
H -3.72944 -2.52993 -5.34337 0.347
H -3.20814 -1.97461 -3.82669 0.188
```

=====

(5)
Here is a structure of composition C28H28AsBIrN3O8S2 from the Open Molecules 2025 dataset. Energies are from ωB97M-V/def2-TZVPD.

Properties
- charge = +1
- molar mass (g/mol) = 876.6
- electronic energy (Ha) = -5011.0091
- expectation value of S² = 8.798
- spin multiplicity = 6
- HOMO-LUMO gap (spin up / spin down) (eV) = 7.80 / 5.06
- maximum force (Eh/bohr) = 0.013

Geometry as XYZ:
```
72
Properties=species:S:1:pos:R:3:mulliken_charge:R:1
Ir -0.57866 0.42999 -0.27300 2.098
C 4.44683 2.41415 -5.81256 -1.600
C 3.99052 2.10157 -4.41775 1.054
C 4.39448 0.93022 -3.77664 -0.936
C 3.98578 0.64877 -2.48895 -0.658
C 3.15674 1.55639 -1.83475 0.542
C 2.72832 2.72794 -2.45326 -0.274
C 3.15737 2.98921 -3.73967 -0.789
S 2.61135 1.22990 -0.22806 0.695
O 1.77641 2.30292 0.21984 -0.183
O 3.64946 0.71281 0.60502 -0.689
N 1.47485 -0.02036 -0.45662 -0.687
C 1.69296 -1.35541 -0.40429 1.176
C 2.92526 -2.02113 -0.28108 -0.761
C 2.89507 -3.40398 -0.23658 -0.776
C 1.67923 -4.06708 -0.30489 -0.770
C 0.49090 -3.31804 -0.40076 -0.343
N 0.50378 -2.00842 -0.45299 -0.144
H 5.04071 1.60419 -6.23074 0.371
H 5.05359 3.32111 -5.81943 0.378
H 3.59094 2.58891 -6.46557 0.353
H 5.03612 0.23160 -4.29789 0.372
H 4.31495 -0.25758 -2.00110 0.278
H 2.05810 3.40116 -1.93820 0.461
H 2.82943 3.89463 -4.23556 0.487
H 3.84185 -1.46147 -0.17516 0.571
H 3.81598 -3.96250 -0.13932 0.466
H 1.63158 -5.14673 -0.28301 0.438
H -0.48014 -3.79791 -0.44562 0.555
C -2.91188 1.86570 2.32263 -1.047
As -1.39056 0.69404 2.18848 0.561
C -0.21088 1.36520 3.55953 -0.938
C -2.07663 -0.93564 2.95085 -1.182
S -1.74146 2.28208 -0.96668 -0.525
H -3.29494 1.82620 3.34178 0.473
H -3.67883 1.53005 1.62693 0.345
H -2.61011 2.88075 2.07577 0.200
H -0.71046 1.27537 4.52334 0.441
H 0.01952 2.40847 3.35253 0.099
H 0.71439 0.79237 3.56943 0.370
H -2.45835 -0.70797 3.94483 0.464
H -1.28633 -1.68096 3.01824 0.352
H -2.86647 -1.31533 2.30715 0.358
O -3.73399 -2.13674 -1.16248 -0.624
C -2.86305 -1.31440 -1.28606 0.320
O -2.19472 -0.81594 -0.25480 -0.745
C -2.46658 -0.75530 -2.62205 0.121
C -3.41982 -0.18494 -3.45918 -0.713
C -3.03042 0.44979 -4.63130 -0.643
C -1.68741 0.51902 -4.98510 -0.718
C -0.76580 -0.07611 -4.14893 0.047
C -1.12821 -0.72276 -2.98800 0.186
N 0.67710 0.03318 -4.45778 0.978
O 0.99577 0.33267 -5.58555 -0.628
O 1.45594 -0.17960 -3.54419 -0.394
H -4.46341 -0.23141 -3.17622 0.519
H -3.77336 0.90338 -5.27254 0.433
H -1.35721 1.01443 -5.88656 0.526
H -0.37871 -1.25629 -2.41588 0.616
O -0.56305 3.90118 1.03679 -0.451
B -0.64242 3.60117 -0.30666 0.946
O 0.11702 4.43485 -1.09533 -0.668
C 0.77153 5.25498 -0.18218 0.891
C 1.71418 6.22061 -0.43209 -0.912
C 2.23153 6.87895 0.68404 -0.614
C 1.81473 6.56037 1.97232 -0.668
C 0.86100 5.57005 2.20631 -0.920
C 0.36303 4.93609 1.09606 0.646
H 2.02972 6.45638 -1.43908 0.512
H 2.97114 7.65514 0.54373 0.423
H 2.23929 7.09132 2.81309 0.416
H 0.53845 5.30964 3.20496 0.460
```

=====

(6)
Here is a structure of composition C5H10O2 from the Open Molecules 2025 dataset. Energies are from ωB97M-V/def2-TZVPD.

Properties
- charge = 0
- molar mass (g/mol) = 102.1
- electronic energy (Ha) = -346.9289
- HOMO-LUMO gap (eV) = 10.59
- maximum force (Eh/bohr) = 0.007

Geometry as XYZ:
```
17
Properties=species:S:1:pos:R:3:mulliken_charge:R:1
C 1.59912 0.94030 0.54754 -0.776
O 1.02305 0.84419 -0.74032 -0.436
C 0.24467 -0.28891 -1.02051 0.053
C 0.54476 -1.58571 -0.25199 -0.436
O -0.59296 -1.39129 0.59955 -0.454
C -1.11952 -0.38632 -0.29603 0.126
C -1.69270 0.82667 0.39948 -1.204
H 0.99043 0.46238 1.32424 0.379
H 2.60273 0.49559 0.56793 0.266
H 1.68417 2.00665 0.77136 0.239
H 0.21049 -0.35711 -2.11132 0.409
H 1.48267 -1.63434 0.31007 0.282
H 0.44507 -2.48775 -0.87040 0.265
H -1.87875 -0.84220 -0.95069 0.392
H -2.20060 1.47104 -0.32550 0.349
H -2.42264 0.50944 1.15078 0.317
H -0.92000 1.41735 0.89583 0.229
```

=====

What is the formula in the first record? C5H13N5